Below is a 2-piece molecular cluster, C8H22BN3O3P2 overall at a distorted geometry, with properties calculated with ωB97M-V/def2-TZVPD.

```
! RIJCOSX wB97M-V def2-TZVPD def2/J DEFGRID3
* xyz 0 1
C 2.604 0.223 -0.425
C 3.283 0.522 -1.759
C 2.441 1.061 -2.857
O 2.147 0.417 -3.760
O 2.052 2.370 -2.805
C 0.845 2.563 -2.116
C -0.328 1.935 -2.872
B -1.375 1.214 -2.013
P -2.212 -0.379 -2.700
N -2.646 -1.294 -1.493
P -1.912 1.770 -0.264
N -0.957 1.056 0.783
H 3.339 0.329 0.329
H 1.822 0.886 -0.161
H 2.240 -0.768 -0.346
H 4.100 1.174 -1.589
H 3.679 -0.374 -2.140
H 0.878 2.216 -1.110
H 0.686 3.604 -2.054
H -0.877 2.713 -3.363
H 0.000 1.273 -3.641
H -1.282 -1.021 -3.532
H -3.307 -0.011 -3.518
H -2.194 -2.192 -1.544
H -3.260 1.425 -0.112
H -1.816 3.175 -0.194
H -1.535 0.473 1.365
C -1.972 -1.841 4.178
N -1.259 -2.056 2.934
C 0.079 -2.201 2.748
C 0.951 -2.121 3.982
O 0.560 -2.381 1.637
H -2.689 -2.648 4.342
H -2.520 -0.898 4.136
H -1.287 -1.808 5.017
H -1.795 -2.099 2.085
H 1.984 -2.249 3.681
H 0.844 -1.149 4.465
H 0.689 -2.908 4.690
*
```

As for the SMILES: CCC(=O)OCCB([PH2]=N)[PH2]=N.CNC(C)=O. Its highest occupied orbital energy is -8.14 eV. As for the gap between HOMO and LUMO: 7.20 eV. The value obtained for the energy is -38515.98428 eV. The calculation puts the lowest unoccupied orbital energy at -0.94 eV.

Results of the Löwdin charge analysis, in e, for atoms 1 through 8:
1. C -0.05
2. C -0.12
3. C -0.53
4. O 0.19
5. O 0.01
6. C -0.20
7. C -0.16
8. B -0.49

Below is C8H22ClFINO8S as an isolated structure at a distorted geometry, with properties calculated with ωB97M-V/def2-TZVPD.

```
! RIJCOSX wB97M-V def2-TZVPD def2/J DEFGRID3
* xyz 0 1
C 1.537 2.099 3.323
C 1.155 0.854 4.146
C -0.336 0.750 4.337
Cl -0.710 -0.527 5.555
N -1.060 0.564 3.084
I -0.467 -1.056 1.957
C -2.429 0.660 3.117
O -3.188 0.350 2.267
O -2.925 1.289 4.300
S -3.279 2.815 4.112
O -2.379 3.397 3.180
O -3.518 3.349 5.392
F -4.636 2.657 3.398
H 2.069 2.809 3.951
H 2.191 1.835 2.498
H 0.664 2.613 2.929
H 1.581 0.944 5.142
H 1.581 -0.048 3.718
H -0.677 1.687 4.762
C -1.619 2.381 -0.659
O -0.852 2.961 0.393
H -1.022 2.408 -1.566
H -1.873 1.342 -0.429
H -2.539 2.950 -0.821
H -1.388 2.935 1.192
C -1.931 -3.001 -1.163
O -0.554 -2.656 -1.260
H -2.373 -2.377 -0.388
H -2.454 -2.812 -2.105
H -2.062 -4.051 -0.887
H -0.171 -3.203 -1.957
C 1.148 -2.470 -4.911
O 0.094 -3.268 -4.362
H 2.060 -2.712 -4.380
H 1.291 -2.690 -5.969
H 0.933 -1.405 -4.785
H -0.715 -3.055 -4.834
C 4.911 -1.143 -5.124
O 4.101 -2.145 -5.735
H 4.439 -0.878 -4.182
H 5.918 -1.514 -4.921
H 4.976 -0.249 -5.749
H 4.511 -2.386 -6.570
*
```

Its highest occupied orbital energy is -9.85 eV. The value obtained for the energy above the lowest of the compared OMol25 structures with the same formula, charge and spin is 0.0 kcal per mole. As for the gap between HOMO and LUMO: 9.21 eV. The value obtained for the energy is -60696.40087 eV. The calculation puts the lowest unoccupied orbital energy at -0.64 eV.

Results of the Löwdin charge analysis, in e, for atoms 1 through 8:
1. C -0.07
2. C -0.31
3. C -0.77
4. Cl 0.64
5. N -0.41
6. I 1.14
7. C -0.70
8. O 0.11

Below is C8H22IN2O2Pd as an isolated structure at a distorted geometry, with properties calculated with ωB97M-V/def2-TZVPD.

```
! RIJCOSX wB97M-V def2-TZVPD def2/J DEFGRID3
* xyz 1 3
Pd 11.580 10.570 12.718
I 11.377 11.963 15.282
C 8.738 16.194 14.613
C 8.819 15.460 13.278
C 8.769 16.555 12.136
O 9.028 15.956 10.851
C 8.810 16.986 9.836
N 9.989 14.617 13.131
H 9.699 16.688 14.759
H 8.359 15.534 15.393
H 7.990 16.975 14.473
H 7.883 14.938 13.084
H 9.505 17.359 12.135
H 7.796 17.043 12.094
H 7.933 17.600 10.042
H 8.868 16.597 8.820
H 9.553 17.775 9.959
H 10.080 13.929 13.864
H 10.761 15.242 13.312
C 7.914 11.921 17.980
C 7.784 10.503 17.222
C 6.388 9.852 17.704
O 6.475 8.556 18.302
C 6.995 7.596 17.428
N 7.995 10.428 15.834
H 7.678 11.726 19.026
H 7.281 12.634 17.451
H 8.960 12.227 17.947
H 8.519 9.821 17.650
H 5.646 9.834 16.905
H 5.745 10.567 18.217
H 6.394 7.371 16.548
H 7.101 6.777 18.139
H 7.988 7.890 17.088
H 8.894 10.820 15.594
H 7.368 11.100 15.416
*
```

Its highest occupied orbital energy (alpha / beta) is -12.00 / -11.65 eV. As for the gap between HOMO and LUMO (alpha / beta): 7.17 / 3.15 eV. The value obtained for the energy is -27295.14621 eV. The calculation puts the lowest unoccupied orbital energy (alpha / beta) at -4.84 / -8.50 eV.

Results of the Löwdin charge analysis, in e, for atoms 1 through 8:
1. Pd 0.41
2. I 0.44
3. C -0.06
4. C -0.41
5. C -0.20
6. O -0.20
7. C -0.09
8. N 0.07

Below is a 2-piece molecular cluster, C8H22N2Si overall at a distorted geometry, with properties calculated with ωB97M-V/def2-TZVPD.

```
! RIJCOSX wB97M-V def2-TZVPD def2/J DEFGRID3
* xyz 0 1
C -1.618 2.546 -0.301
C -2.964 0.481 0.058
C -0.880 -2.449 -0.968
C 1.563 -2.171 -0.515
C 3.000 1.392 -0.408
C 0.766 -0.555 2.554
C -1.710 1.053 -0.604
C 0.296 -1.467 -0.999
N 1.679 1.947 -0.522
N -0.203 0.050 1.667
Si -0.126 0.142 -0.051
H -2.480 3.073 -0.710
H -1.598 2.716 0.773
H -0.711 2.968 -0.718
H -3.103 -0.571 -0.175
H -3.845 1.024 -0.285
H -2.907 0.584 1.139
H -1.762 -2.018 -1.436
H -0.624 -3.363 -1.506
H -1.129 -2.720 0.057
H 1.860 -2.942 -1.227
H 1.391 -2.660 0.441
H 2.385 -1.473 -0.400
H 3.146 1.029 0.611
H 3.231 0.569 -1.104
H 3.741 2.182 -0.592
H 1.677 0.044 2.648
H 0.326 -0.675 3.546
H 1.040 -1.537 2.178
H -1.820 0.939 -1.686
H 0.464 -1.185 -2.044
H 1.495 2.155 -1.503
H -0.579 0.892 2.084
*
```

Its highest occupied orbital energy is -7.36 eV. The value obtained for the energy above the lowest of the compared OMol25 structures with the same formula, charge and spin is 65.5 kcal per mole. As for the gap between HOMO and LUMO: 8.20 eV. The value obtained for the energy is -19509.85669 eV. The calculation puts the lowest unoccupied orbital energy at 0.84 eV.

Results of the Löwdin charge analysis, in e, for atoms 1 through 8:
1. C -0.14
2. C -0.13
3. C -0.13
4. C -0.13
5. C -0.33
6. C -0.16
7. C -0.48
8. C -0.46

Below is a 2-piece molecular cluster, C8H22N4 overall at a distorted geometry, with properties calculated with ωB97M-V/def2-TZVPD.

```
! RIJCOSX wB97M-V def2-TZVPD def2/J DEFGRID3
* xyz 0 1
C 3.984 -0.216 0.039
C 2.496 -0.656 -0.226
C 1.407 0.480 0.092
C 1.598 1.668 -0.873
C 1.506 0.970 1.513
N 0.066 -0.083 -0.015
N -0.124 -1.393 0.506
C -0.228 -2.453 -0.450
H 4.204 0.217 0.953
H 4.644 -1.077 -0.037
H 4.369 0.422 -0.670
H 2.386 -0.930 -1.279
H 2.320 -1.429 0.453
H 1.213 1.453 -1.845
H 1.190 2.611 -0.552
H 2.685 1.856 -1.057
H 2.315 0.448 2.089
H 1.552 2.001 1.636
H 0.641 0.698 2.118
H -0.171 -0.106 -1.070
H -1.078 -1.350 1.086
H -0.920 -3.205 -0.228
H -0.540 -1.981 -1.462
H 0.745 -2.889 -0.615
C -4.601 -1.121 -0.260
N -3.569 -0.456 -0.148
N -3.612 0.734 0.360
C -2.573 1.743 0.081
H -4.545 -2.130 -0.467
H -5.589 -0.939 0.058
H -4.557 1.221 0.322
H -2.678 2.492 0.817
H -1.676 1.313 0.110
H -2.862 2.087 -0.979
*
```

As for the SMILES: CCC(C)(C)NNC.C=NNC. Its highest occupied orbital energy is -8.28 eV. The value obtained for the energy above the lowest of the compared OMol25 structures with the same formula, charge and spin is 0.0 kcal per mole. As for the gap between HOMO and LUMO: 9.27 eV. The value obtained for the energy is -14608.84826 eV. The calculation puts the lowest unoccupied orbital energy at 0.98 eV.

Results of the Löwdin charge analysis, in e, for atoms 1 through 8:
1. C -0.09
2. C -0.15
3. C -0.55
4. C -0.03
5. C -0.04
6. N -0.09
7. N -0.15
8. C -0.14

Below is C8H22O5S3Tl as an isolated structure at a distorted geometry, with properties calculated with ωB97M-V/def2-TZVPD.

```
! RIJCOSX wB97M-V def2-TZVPD def2/J DEFGRID3
* xyz 1 1
Tl -16.845 20.959 18.122
O -19.793 24.415 20.084
C -21.211 24.469 20.104
C -21.896 23.929 18.756
O -21.511 22.637 18.234
H -21.560 25.484 20.292
H -21.532 23.860 20.949
H -21.702 24.656 17.968
H -22.955 24.031 18.997
C -10.416 17.898 14.711
S -11.794 18.915 14.079
O -11.974 19.880 15.188
C -10.662 19.652 12.758
H -9.648 18.537 15.147
H -10.012 17.358 13.854
H -10.769 17.166 15.437
H -11.325 20.243 12.126
H -10.143 18.877 12.195
H -9.947 20.357 13.182
C -12.706 17.550 24.086
S -12.771 16.978 22.335
O -13.434 17.974 21.390
C -10.947 17.049 22.120
H -11.907 16.920 24.478
H -13.666 17.256 24.510
H -12.500 18.614 24.203
H -10.377 17.918 22.449
H -10.818 16.974 21.040
H -10.606 16.090 22.510
C -19.649 19.189 12.483
S -17.945 19.656 11.843
O -17.150 19.950 13.100
C -17.248 17.992 11.456
H -20.483 19.886 12.410
H -19.538 18.877 13.521
H -19.876 18.261 11.958
H -17.061 17.469 12.394
H -16.246 18.142 11.052
H -17.924 17.515 10.747
*
```

Its highest occupied orbital energy is -10.86 eV. The value obtained for the energy above the lowest of the compared OMol25 structures with the same formula, charge and spin is 40.7 kcal per mole. As for the gap between HOMO and LUMO: 4.35 eV. The value obtained for the energy is -56072.77181 eV. The calculation puts the lowest unoccupied orbital energy at -6.51 eV.

Results of the Löwdin charge analysis, in e, for atoms 1 through 8:
1. Tl 0.97
2. O -0.04
3. C -0.21
4. C -0.19
5. O -0.06
6. H 0.12
7. H 0.13
8. H 0.12